Entry 1:
A molecular structure, C2H3OPY at a distorted geometry, computed with the ωB97M-V functional and the def2-TZVPD basis.

The geometry in XYZ format:
```
8
Properties=species:S:1:pos:R:3:lowdin_charge:R:1
C 1.184 0.734 0.221 0.029
H 1.424 0.853 -0.836 0.050
Y -2.862 -1.327 -0.479 1.313
H -0.078 -0.111 1.697 0.112
C 0.187 -0.056 0.634 -0.377
O -0.608 -0.830 -0.116 -0.712
P -0.997 -0.569 -2.077 0.517
H 1.750 1.306 0.956 0.069
```

Computed properties:
HOMO level = -11.464 eV
Kohn-Sham gap = 5.4255 eV
LUMO energy = -6.039 eV
total charge = +1

Entry 2:
C2H3PS3 in the gas phase at a distorted geometry, computed with the ωB97M-V functional and the def2-TZVPD basis.

The geometry in XYZ format:
```
9
Properties=species:S:1:pos:R:3:lowdin_charge:R:1
C -0.414 0.438 0.381 -1.153
H 1.166 1.055 -0.833 0.016
S -0.714 1.535 -2.071 0.396
S -0.415 3.072 -0.909 0.145
C 0.287 0.473 -0.899 -0.669
P -0.698 -0.907 1.365 0.790
H 0.461 -0.605 -1.472 0.145
H -0.876 -0.125 2.446 -0.198
S -0.786 2.072 0.896 0.528
```

Computed properties:
HOMO level (alpha / beta) = -6.443 / -8.742 eV
2S+1 = 3
Kohn-Sham gap (alpha / beta) = 6.6061 / 6.2122 eV
LUMO energy (alpha / beta) = 0.163 / -2.530 eV
total charge = 0